112
Properties=species:S:1:pos:R:3 method="wB97M-V/def2-TZVPD" relative_energy_ev=0.949 charge=+1 total_energy_ha=-3071.6952 e_lumo_ev="-3.9 / -3.9" multiplicity=1 largest_force_ev_per_a=3.3
Mo -0.223 -0.756 0.845
C 2.208 3.043 6.982
C 1.665 1.813 7.311
C 1.212 0.961 6.316
C 1.315 1.338 4.985
C 1.877 2.568 4.659
C 2.318 3.419 5.653
C 0.801 0.503 3.872
C -0.526 0.668 3.527
C -1.404 1.650 4.094
C -2.467 1.767 3.261
C -2.322 0.771 2.241
N -1.112 0.124 2.405
C -3.241 0.431 1.265
C -3.151 -0.794 0.551
C -4.257 -1.482 0.009
C -3.789 -2.680 -0.479
C -2.394 -2.682 -0.279
C -1.476 -3.584 -0.837
C -1.957 -4.756 -1.599
C -1.833 -6.021 -1.040
C -2.208 -7.135 -1.767
C -2.693 -6.989 -3.056
C -2.817 -5.727 -3.615
C -2.456 -4.609 -2.885
C -0.116 -3.367 -0.827
N 0.526 -2.337 -0.157
C 1.862 -2.459 -0.493
C 2.907 -1.821 0.146
C 4.262 -2.029 -0.415
C 4.657 -1.335 -1.554
C 5.913 -1.547 -2.093
C 6.775 -2.465 -1.520
C 6.370 -3.183 -0.406
C 5.123 -2.961 0.149
C 2.732 -1.122 1.353
C 3.761 -0.686 2.214
C 3.153 -0.101 3.299
C 1.758 -0.160 3.082
N 1.498 -0.812 1.889
C 2.037 -3.519 -1.444
C 0.829 -4.108 -1.609
N -2.011 -1.545 0.398
C -4.350 1.322 0.882
C -5.257 1.901 1.765
C -6.227 2.769 1.295
C -6.308 3.069 -0.053
C -5.423 2.486 -0.944
C -4.458 1.616 -0.481
H 2.534 3.719 7.758
H 1.585 1.521 8.347
H 0.774 0.005 6.564
H 1.948 2.863 3.621
H 2.739 4.379 5.394
H -1.206 2.207 4.988
H -3.282 2.459 3.334
H -5.273 -1.139 0.036
H -4.357 -3.465 -0.936
H -1.449 -6.116 -0.035
H -2.114 -8.114 -1.322
H -2.972 -7.861 -3.627
H -3.193 -5.610 -4.620
H -2.545 -3.616 -3.302
H 3.983 -0.622 -2.011
H 6.215 -0.993 -2.968
H 7.757 -2.626 -1.937
H 7.022 -3.919 0.035
H 4.798 -3.519 1.014
H 4.814 -0.793 2.034
H 3.632 0.343 4.150
H 2.976 -3.819 -1.869
H 0.600 -4.963 -2.215
H -5.235 1.644 2.813
H -6.927 3.227 1.977
H -7.075 3.739 -0.410
H -5.500 2.705 -1.999
H -3.777 1.139 -1.172
N -0.115 0.780 -0.077
P 0.144 1.646 -1.382
C 1.923 1.891 -1.605
C 2.705 1.889 -0.453
C 4.037 2.254 -0.521
C 4.582 2.632 -1.740
C 3.806 2.620 -2.889
C 2.474 2.249 -2.830
C -0.534 3.305 -1.138
C -0.758 3.695 0.179
C -1.162 4.989 0.452
C -1.356 5.882 -0.592
C -1.140 5.490 -1.906
C -0.708 4.205 -2.183
C -0.602 0.735 -2.757
C -0.022 -0.498 -3.054
C -0.663 -1.366 -3.921
C -1.865 -0.993 -4.508
C -2.423 0.245 -4.235
C -1.807 1.103 -3.339
H 2.248 1.606 0.491
H 4.645 2.250 0.372
H 5.617 2.933 -1.791
H 4.240 2.912 -3.833
H 1.861 2.236 -3.719
H -0.606 2.973 0.974
H -1.317 5.299 1.476
H -1.666 6.893 -0.380
H -1.300 6.190 -2.712
H -0.501 3.900 -3.199
H 0.927 -0.756 -2.595
H -0.231 -2.331 -4.143
H -2.377 -1.664 -5.182
H -3.350 0.532 -4.708
H -2.258 2.053 -3.091


118
Properties=species:S:1:pos:R:3 method="wB97M-V/def2-TZVPD" total_energy_ha=-2870.0684 e_lumo_ev=-1.0 multiplicity=1 largest_force_ev_per_a=0.8
Ir 0.086 -0.481 -0.402
C -5.882 3.489 -3.232
C -5.311 3.970 -2.062
C -4.246 3.299 -1.475
C -3.753 2.130 -2.043
C -4.352 1.635 -3.202
C -5.404 2.315 -3.799
C -2.596 1.390 -1.455
C -1.342 1.976 -1.511
C -1.085 3.303 -2.006
C 0.231 3.542 -1.850
C 0.817 2.361 -1.260
C 2.175 2.195 -0.998
C 3.098 3.306 -1.386
C 4.059 3.092 -2.374
C 4.874 4.129 -2.807
C 4.745 5.395 -2.253
C 3.808 5.612 -1.253
C 2.990 4.576 -0.825
C 2.747 1.004 -0.571
N 2.094 -0.191 -0.448
C 3.060 -1.147 -0.257
C 2.854 -2.512 -0.342
C 4.067 -3.372 -0.508
C 4.453 -3.745 -1.794
C 5.594 -4.509 -1.992
C 6.359 -4.913 -0.904
C 5.972 -4.554 0.379
C 4.834 -3.782 0.576
C 1.608 -3.119 -0.470
C 1.399 -4.538 -0.603
C 0.067 -4.747 -0.610
C -0.564 -3.457 -0.505
N 0.400 -2.485 -0.432
C -1.936 -3.248 -0.449
C -2.542 -2.003 -0.476
C -3.968 -1.781 -0.512
C -4.155 -0.483 -0.824
C -2.846 0.107 -0.978
N -1.890 -0.821 -0.694
C -2.827 -4.446 -0.538
C -3.377 -5.021 0.602
C -4.227 -6.114 0.495
C -4.535 -6.640 -0.751
C -3.995 -6.062 -1.894
C -3.147 -4.969 -1.787
C 4.351 -0.514 -0.151
C 4.160 0.805 -0.334
N -0.161 1.419 -1.073
H -6.694 4.028 -3.702
H -5.697 4.873 -1.605
H -3.794 3.681 -0.567
H -3.969 0.721 -3.640
H -5.848 1.927 -4.707
H -1.831 3.962 -2.418
H 0.769 4.435 -2.120
H 4.147 2.109 -2.820
H 5.608 3.943 -3.581
H 5.368 6.208 -2.603
H 3.712 6.593 -0.806
H 2.261 4.748 -0.041
H 3.851 -3.427 -2.637
H 5.888 -4.791 -2.996
H 7.250 -5.508 -1.059
H 6.558 -4.877 1.230
H 4.534 -3.500 1.580
H 2.188 -5.272 -0.651
H -0.460 -5.686 -0.668
H -4.718 -2.536 -0.341
H -5.089 0.043 -0.935
H -3.138 -4.607 1.575
H -4.657 -6.549 1.389
H -5.193 -7.495 -0.837
H -4.243 -6.458 -2.871
H -2.732 -4.510 -2.676
H 5.282 -1.023 0.036
H 4.904 1.583 -0.325
C 0.505 2.479 3.609
C 1.358 1.692 2.607
C 2.672 2.443 2.363
C 1.585 0.276 3.105
C 2.520 0.065 4.107
C 2.719 -1.195 4.638
C 2.013 -2.263 4.125
C 1.083 -2.115 3.092
C 0.401 -3.381 2.607
C 1.399 -4.545 2.524
C -0.777 -3.812 3.497
C 0.826 -0.817 2.597
N -0.232 -0.472 1.689
C -1.384 -0.003 2.336
C -1.830 -0.621 3.519
C -3.003 -0.253 4.160
C -3.787 0.777 3.667
C -3.322 1.484 2.571
C -2.140 1.111 1.967
F -1.612 1.986 1.090
H 0.289 3.479 3.224
H 1.042 2.586 4.556
H -0.444 1.982 3.812
H 0.832 1.640 1.655
H 3.221 2.613 3.292
H 2.457 3.420 1.924
H 3.315 1.896 1.678
H 3.095 0.900 4.491
H 3.420 -1.344 5.450
H 2.176 -3.248 4.544
H 0.005 -3.182 1.622
H 1.572 -4.988 3.510
H 2.360 -4.224 2.120
H 1.006 -5.330 1.882
H -0.545 -3.666 4.555
H -0.991 -4.874 3.342
H -1.683 -3.254 3.261
H -1.221 -1.407 3.937
H -3.301 -0.779 5.059
H -4.709 1.061 4.157
H -3.838 2.362 2.202


123
Properties=species:S:1:pos:R:3 method="wB97M-V/def2-TZVPD" s_squared=2.03 relative_energy_ev=3.668 charge=+1 total_energy_ha=-4178.0890 e_lumo_ev="-3.3 / -3.4" multiplicity=3 largest_force_ev_per_a=1.5
W 0.353 0.126 -0.307
O -0.567 1.168 5.819
C -0.365 0.937 4.517
C -1.133 0.064 3.757
C -0.829 -0.083 2.425
N 0.194 0.544 1.825
C 0.936 1.389 2.566
C 0.678 1.624 3.896
C 2.127 2.128 1.990
O 2.372 3.246 2.316
O 2.988 1.442 1.200
C -1.663 -0.983 1.537
O -2.475 -1.730 2.028
O -1.388 -0.868 0.268
H -1.322 0.663 6.149
H -1.969 -0.497 4.155
H 1.279 2.333 4.446
C -0.753 -8.568 1.423
C -0.477 -7.188 0.894
C -0.189 -6.982 -0.456
C 0.062 -5.714 -0.949
C 0.023 -4.639 -0.072
C -0.285 -4.808 1.269
C -0.528 -6.087 1.745
S 0.286 -3.006 -0.708
O -0.713 -2.785 -1.782
C 1.913 -3.202 -1.426
C 2.927 -3.628 -0.531
C 4.200 -3.781 -0.976
C 4.542 -3.440 -2.311
C 5.865 -3.598 -2.789
C 6.186 -3.264 -4.072
C 5.198 -2.735 -4.929
C 3.910 -2.588 -4.499
C 3.540 -2.956 -3.181
C 2.174 -2.899 -2.733
C 1.135 -2.703 -3.792
C 0.981 -3.791 -4.712
C 1.623 -5.045 -4.512
C 1.437 -6.075 -5.387
C 0.612 -5.915 -6.522
C -0.017 -4.727 -6.741
C 0.144 -3.644 -5.841
C -0.517 -2.414 -6.054
C -0.412 -1.407 -5.147
C 0.393 -1.570 -3.997
S 0.415 -0.144 -2.889
O 1.389 0.799 -3.479
C -1.232 0.486 -3.150
C -1.314 1.784 -3.621
C -2.571 2.357 -3.766
C -3.724 1.648 -3.447
C -5.082 2.267 -3.620
C -3.599 0.339 -2.971
C -2.361 -0.253 -2.813
H -0.604 -9.324 0.655
H -1.781 -8.645 1.779
H -0.098 -8.799 2.263
H -0.166 -7.829 -1.130
H 0.271 -5.557 -2.000
H -0.378 -3.950 1.923
H -0.779 -6.232 2.789
H 2.669 -3.892 0.488
H 4.968 -4.168 -0.318
H 6.617 -3.989 -2.115
H 7.198 -3.392 -4.432
H 5.462 -2.449 -5.938
H 3.163 -2.184 -5.169
H 2.265 -5.190 -3.653
H 1.931 -7.022 -5.213
H 0.480 -6.737 -7.212
H -0.656 -4.591 -7.604
H -1.124 -2.286 -6.941
H -0.941 -0.480 -5.308
H -0.409 2.333 -3.847
H -2.651 3.375 -4.125
H -5.021 3.353 -3.654
H -5.749 1.983 -2.807
H -5.540 1.929 -4.552
H -4.489 -0.220 -2.710
H -2.270 -1.258 -2.422
C 5.869 -1.740 0.975
C 5.480 -0.836 -0.167
C 6.474 -0.594 -1.109
C 6.237 0.093 -2.289
C 4.959 0.528 -2.584
C 3.957 0.326 -1.653
C 4.204 -0.290 -0.420
P 2.755 -0.110 0.641
C 2.854 -1.009 2.224
C 1.980 -2.083 2.394
C 1.876 -2.754 3.598
C 2.639 -2.325 4.673
C 3.491 -1.244 4.523
C 3.624 -0.563 3.314
C 4.581 0.605 3.292
C 0.976 2.152 -0.787
C 2.085 2.913 -1.190
C 1.904 4.235 -1.552
C 0.637 4.828 -1.519
C -0.464 4.099 -1.106
C -0.263 2.774 -0.738
C -1.200 1.732 -0.252
H 6.381 -2.613 0.568
H 5.028 -2.099 1.555
H 6.574 -1.246 1.645
H 7.463 -0.994 -0.918
H 7.045 0.248 -2.992
H 4.730 1.022 -3.518
H 2.967 0.692 -1.895
H 1.352 -2.389 1.565
H 1.197 -3.591 3.702
H 2.570 -2.828 5.629
H 4.084 -0.911 5.366
H 5.477 0.346 3.856
H 4.132 1.472 3.782
H 4.879 0.915 2.296
H 3.089 2.512 -1.219
H 2.758 4.823 -1.863
H 0.524 5.865 -1.808
H -1.449 4.548 -1.067
H -2.053 1.505 -0.893
H -1.560 1.900 0.764


129
Properties=species:S:1:pos:R:3 method="wB97M-V/def2-TZVPD" s_squared=3.77 relative_energy_ev=0.603 total_energy_ha=-8307.0229 e_lumo_ev="0.1 / -1.2" multiplicity=4 largest_force_ev_per_a=1.4
Pd -0.051 -0.059 -0.401
C -3.078 -2.581 5.919
C -2.379 -1.839 4.803
C -1.453 -0.833 5.053
C -0.785 -0.160 4.043
C 0.092 0.985 4.421
O 0.211 1.994 3.757
C 0.839 0.898 5.733
C 1.077 2.080 6.427
C 1.791 2.067 7.617
C 2.289 0.868 8.111
C 2.071 -0.313 7.414
C 1.347 -0.299 6.229
C -1.005 -0.497 2.652
O -0.374 0.142 1.752
C -1.951 -1.557 2.401
C -2.611 -2.163 3.483
C -2.222 -2.087 1.061
N -1.761 -1.577 -0.027
C -1.907 -2.298 -1.294
C -0.770 -3.327 -1.424
Te 1.023 -2.546 -0.347
C 1.066 -4.216 0.955
C 1.253 -4.112 2.326
C 1.353 -5.262 3.100
C 1.271 -6.516 2.510
C 1.084 -6.620 1.136
C 0.993 -5.473 0.361
C -3.044 -3.353 0.997
C -2.455 -4.573 1.317
C -3.194 -5.747 1.243
C -4.527 -5.708 0.855
C -5.120 -4.491 0.549
C -4.381 -3.317 0.619
H -2.817 -2.163 6.892
H -2.792 -3.635 5.922
H -4.164 -2.534 5.807
H -1.282 -0.532 6.081
H 0.699 3.007 6.014
H 1.960 2.991 8.156
H 2.850 0.852 9.039
H 2.471 -1.248 7.788
H 1.195 -1.217 5.675
H -3.348 -2.929 3.277
H -1.860 -1.567 -2.095
H -2.877 -2.789 -1.362
H -0.540 -3.513 -2.474
H -1.063 -4.266 -0.956
H 1.318 -3.136 2.790
H 1.484 -5.178 4.172
H 1.363 -7.413 3.110
H 1.013 -7.595 0.669
H 0.866 -5.554 -0.714
H -1.420 -4.601 1.632
H -2.725 -6.690 1.497
H -5.100 -6.624 0.784
H -6.163 -4.452 0.258
H -4.846 -2.365 0.387
Se -0.373 2.696 -1.522
Se -1.660 1.756 -3.172
C -0.589 0.196 -3.550
C -0.825 -0.531 -4.711
C 0.083 -1.511 -5.064
C 1.219 -1.692 -4.288
C 1.350 -0.949 -3.132
N 0.431 -0.055 -2.734
C -1.522 2.244 -0.006
C -1.386 2.895 1.212
C -2.325 2.641 2.191
C -3.357 1.757 1.928
C -3.404 1.161 0.681
N -2.511 1.409 -0.277
H -1.689 -0.305 -5.323
H -0.077 -2.107 -5.954
H 1.994 -2.389 -4.575
H 2.230 -1.003 -2.508
H -0.546 3.551 1.404
H -2.235 3.115 3.159
H -4.099 1.519 2.680
H -4.189 0.459 0.421
C 10.521 2.053 -3.159
C 9.139 1.699 -2.672
C 8.493 2.459 -1.711
C 7.206 2.150 -1.272
C 6.562 3.080 -0.268
C 6.541 1.032 -1.800
Te 4.483 0.591 -1.206
N 2.219 0.097 -0.129
C 2.336 -0.301 1.131
O 2.114 -1.511 1.482
C 2.845 0.646 2.165
C 2.903 2.014 1.915
C 3.432 2.867 2.867
C 3.914 2.358 4.066
C 3.857 0.994 4.318
C 3.310 0.139 3.372
C 5.048 -1.256 -0.328
C 4.623 -2.431 -0.940
C 4.836 -3.670 -0.349
C 5.462 -3.735 0.886
C 5.916 -2.569 1.487
C 5.739 -1.321 0.892
C 6.335 -0.098 1.540
C 7.183 0.260 -2.790
C 6.535 -0.944 -3.429
C 8.465 0.607 -3.205
H 10.960 2.851 -2.560
H 10.486 2.389 -4.198
H 11.184 1.187 -3.116
H 8.999 3.325 -1.292
H 7.318 3.565 0.353
H 5.860 2.559 0.377
H 5.999 3.862 -0.785
H 2.522 2.398 0.978
H 3.473 3.933 2.678
H 4.333 3.024 4.812
H 4.232 0.603 5.256
H 3.260 -0.930 3.540
H 4.139 -2.388 -1.908
H 4.510 -4.572 -0.853
H 5.609 -4.691 1.374
H 6.419 -2.621 2.446
H 6.698 -0.327 2.543
H 5.604 0.708 1.616
H 7.176 0.265 0.943
H 5.481 -0.758 -3.636
H 6.594 -1.812 -2.768
H 7.035 -1.194 -4.366
H 8.949 0.007 -3.972